[1]
{"formula": "C5H10O", "method": "the ωB97M-V functional and the def2-TZVPD basis", "elements": ["C", "C", "C", "C", "C", "O", "H", "H", "H", "H", "H", "H", "H", "H", "H", "H"], "positions_angstrom": [[-1.851939, 0.531384, 0.185961], [-0.924069, -0.591293, -0.248729], [0.356587, -0.465076, 0.494703], [1.795497, -0.949569, -0.069806], [1.418893, 0.478503, 0.141383], [1.212594, 1.126472, -1.092193], [-1.370379, 1.497648, -0.004940], [-2.058957, 0.474184, 1.261692], [-2.797937, 0.501168, -0.355125], [-1.387101, -1.572601, -0.069452], [-0.691905, -0.529931, -1.313403], [0.297627, -0.634486, 1.580820], [1.506042, -1.735965, 0.599670], [1.851735, -1.206055, -1.122537], [1.875108, 1.117891, 0.890349], [0.768209, 1.957725, -0.878398]], "forces_ev_per_a": [[-0.216, 0.128, -0.040], [-0.146, 0.155, -0.173], [-0.432, 0.442, -0.121], [-1.377, -0.196, -0.335], [-0.074, 0.178, 0.489], [0.306, 0.314, 0.066], [-0.191, -0.089, 0.020], [-0.016, 0.002, -0.181], [-0.057, 0.086, 0.067], [0.144, 0.204, -0.017], [-0.204, 0.048, 0.009], [-0.005, -0.226, -0.498], [2.379, -0.725, 0.788], [-0.369, -0.109, 0.097], [0.160, -0.052, 0.048], [0.098, -0.159, -0.219]], "homo_ev": -8.610, "relative_energy_ev": 2.861, "gap_ev": 9.5005, "smiles": "CC[C@H]1C[C@H]1O"}


[2]
{"formula": "C83H70Br2NO3P3RbS2", "method": "the ωB97M-V functional and the def2-TZVPD basis", "elements": ["Rb", "O", "S", "C", "C", "C", "C", "C", "C", "C", "C", "C", "C", "P", "C", "C", "C", "C", "C", "C", "C", "C", "C", "C", "C", "C", "C", "C", "C", "C", "C", "C", "C", "C", "C", "C", "C", "C", "P", "C", "C", "C", "C", "C", "C", "C", "C", "C", "C", "C", "C", "C", "C", "H", "H", "H", "H", "H", "H", "H", "H", "H", "H", "H", "H", "H", "H", "H", "H", "H", "H", "H", "H", "H", "H", "H", "H", "H", "H", "H", "H", "H", "H", "H", "H", "H", "H", "H", "H", "C", "C", "C", "C", "C", "C", "C", "P", "C", "C", "C", "C", "C", "C", "C", "C", "C", "C", "C", "C", "C", "C", "H", "H", "H", "H", "H", "H", "H", "H", "H", "H", "H", "H", "H", "H", "H", "H", "H", "H", "H", "H", "C", "C", "C", "C", "C", "C", "Br", "C", "C", "Br", "C", "O", "C", "N", "H", "H", "H", "H", "H", "H", "O", "S", "C", "C", "C", "C", "H", "H", "H", "H", "H", "H", "H", "H"], "positions_angstrom": [[0.196400, -0.191000, -0.491800], [-1.717700, 1.623900, 2.088700], [-2.024600, 0.194100, 2.318000], [-3.731400, 0.099000, 1.718300], [-4.506200, 1.226800, 1.944600], [-5.781600, 1.398900, 1.405900], [-6.282600, 0.401700, 0.603100], [-7.578200, 0.280100, -0.153400], [-7.512100, -1.107200, -0.838000], [-6.194900, -1.687900, -0.405400], [-5.613900, -2.907800, -0.640800], [-4.344300, -3.149900, -0.115300], [-3.621500, -2.219100, 0.624100], [-1.911000, -2.562900, 1.187500], [-1.561000, -4.211200, 0.454500], [-1.084500, -5.295900, 1.182800], [-0.732200, -6.468200, 0.535000], [-0.870800, -6.578800, -0.837900], [-1.334500, -5.500200, -1.572200], [-1.651400, -4.319100, -0.932400], [-2.304400, -3.095300, 2.909300], [-1.232200, -3.207000, 3.788500], [-1.418600, -3.660000, 5.080200], [-2.689100, -3.991500, 5.516900], [-3.764100, -3.874500, 4.652900], [-3.577500, -3.436100, 3.353400], [-4.222500, -0.963600, 0.925500], [-5.513600, -0.755500, 0.393600], [-2.365300, 0.105700, 4.109300], [-3.593300, -0.304400, 4.584000], [-3.943800, -0.253000, 5.940700], [-3.025500, 0.228900, 6.833200], [-3.102400, 0.498000, 8.311900], [-1.690000, 0.994100, 8.701100], [-0.938500, 1.071000, 7.402500], [0.317000, 1.527100, 7.102100], [0.750700, 1.439100, 5.775200], [-0.017500, 0.926100, 4.738600], [0.767300, 0.672800, 3.088700], [2.013400, 2.016100, 3.196700], [3.365400, 1.831500, 3.455900], [4.212600, 2.923300, 3.526300], [3.727000, 4.200600, 3.310800], [2.381500, 4.390600, 3.038000], [1.529100, 3.305500, 2.984200], [1.717200, -0.854500, 3.515400], [1.617800, -1.847800, 2.545300], [2.138700, -3.110800, 2.750900], [2.792900, -3.399500, 3.934000], [2.937800, -2.408600, 4.892300], [2.400600, -1.146600, 4.694600], [-1.354200, 0.524200, 5.011300], [-1.752500, 0.595400, 6.362100], [-4.081100, 2.002500, 2.564400], [-6.342700, 2.298000, 1.621600], [-7.674300, 1.085000, -0.887000], [-8.438000, 0.353100, 0.517300], [-7.553000, -1.016500, -1.926500], [-8.347000, -1.742600, -0.534400], [-6.109000, -3.677700, -1.215600], [-3.903200, -4.117600, -0.295700], [-0.988000, -5.231700, 2.258000], [-0.348200, -7.299300, 1.110300], [-0.607500, -7.496300, -1.341300], [-1.446000, -5.578800, -2.644700], [-1.974300, -3.459500, -1.501500], [-0.245300, -2.941600, 3.441400], [-0.568400, -3.753600, 5.739200], [-2.840900, -4.344000, 6.526500], [-4.757200, -4.133100, 4.991900], [-4.424700, -3.359900, 2.685800], [-4.335100, -0.652600, 3.881100], [-4.935100, -0.558700, 6.244700], [-3.386500, -0.397400, 8.866400], [-3.858500, 1.258500, 8.522700], [-1.201900, 0.300600, 9.390100], [-1.728000, 1.966900, 9.194100], [0.971500, 1.937600, 7.858600], [1.741000, 1.808700, 5.551500], [3.751600, 0.833300, 3.600500], [5.254800, 2.777000, 3.770000], [4.397100, 5.047200, 3.350400], [2.002500, 5.388400, 2.868100], [0.475700, 3.433300, 2.776200], [1.096100, -1.635300, 1.621800], [2.000500, -3.865400, 1.996300], [3.192800, -4.388500, 4.101900], [3.455000, -2.634300, 5.816800], [2.508600, -0.403400, 5.472500], [3.492100, -1.536200, -3.499700], [4.373000, -0.377800, -3.844300], [5.372100, -0.528900, -4.798700], [6.198600, 0.521100, -5.157300], [6.007800, 1.763200, -4.576900], [5.012400, 1.928900, -3.631900], [4.201500, 0.869000, -3.234800], [2.940200, 1.113000, -1.890400], [4.084900, 2.087100, -0.822000], [4.243400, 3.463000, -0.949200], [5.175400, 4.141300, -0.186400], [5.933600, 3.449200, 0.742300], [5.757200, 2.085500, 0.898600], [4.848900, 1.386800, 0.117200], [4.727900, -0.098900, 0.238600], [1.874000, 2.346600, -2.673600], [1.692500, 2.284400, -4.046800], [0.752200, 3.067700, -4.696200], [-0.033500, 3.947200, -3.943700], [0.098400, 4.009300, -2.586300], [1.013200, 3.177200, -1.866200], [1.045600, 3.213800, -0.497500], [3.728600, -2.401600, -4.116200], [2.442200, -1.280300, -3.644200], [3.614200, -1.815900, -2.455400], [5.502100, -1.492000, -5.273100], [6.982400, 0.369900, -5.887700], [6.632200, 2.601100, -4.859000], [4.860400, 2.903800, -3.192900], [3.624400, 4.005600, -1.652100], [5.313400, 5.207900, -0.318500], [6.656800, 3.976800, 1.347300], [6.343600, 1.551500, 1.634500], [5.308800, -0.466200, 1.080900], [5.106700, -0.575500, -0.667500], [3.687100, -0.405700, 0.365300], [2.317600, 1.616600, -4.632100], [0.641800, 3.009100, -5.771600], [-0.754100, 4.582200, -4.449500], [-0.518000, 4.688800, -2.008000], [0.415800, 3.899200, 0.046600], [1.720500, 2.609100, 0.088800], [-2.054400, -1.482300, -3.892400], [-0.950400, -2.494200, -3.866200], [-0.777600, -3.395200, -4.933300], [0.246400, -4.300200, -4.875600], [1.092000, -4.336600, -3.750200], [2.166500, -5.226300, -3.589200], [2.515700, -6.587800, -4.903900], [2.992500, -5.158800, -2.492700], [2.730500, -4.225600, -1.512500], [3.949800, -4.124000, -0.048500], [1.658500, -3.300500, -1.519000], [1.452800, -2.478500, -0.601600], [0.835700, -3.377500, -2.723700], [-0.157000, -2.489500, -2.821800], [-2.856900, -1.789800, -4.559000], [-1.653000, -0.528100, -4.228000], [-2.460700, -1.333400, -2.894300], [-1.432500, -3.369200, -5.795100], [0.418800, -4.991000, -5.690400], [3.840400, -5.824600, -2.392400], [-1.406200, 1.017100, -1.841700], [-2.814400, 1.118600, -1.457100], [-3.729600, 1.647800, -2.994000], [-4.337900, 3.024300, -2.763600], [-4.362100, 3.290300, -1.258500], [-3.041300, 2.783300, -0.727200], [-4.474700, 0.878000, -3.184600], [-2.996600, 1.644300, -3.796200], [-5.336900, 3.086100, -3.196500], [-3.717400, 3.779500, -3.246200], [-5.186300, 2.752100, -0.786900], [-4.490000, 4.354900, -1.056300], [-3.000200, 2.687200, 0.353300], [-2.193600, 3.363600, -1.082500]], "forces_ev_per_a": [[0.982, -0.240, 0.692], [0.077, 0.891, -0.270], [-0.899, 0.291, 0.801], [-0.125, 0.339, 0.095], [0.643, -0.463, 0.165], [-0.504, -0.285, -0.338], [0.251, 0.138, 0.197], [-0.156, 0.142, 0.013], [-0.205, -0.041, -0.124], [0.195, -0.452, -0.074], [-0.698, 0.557, -0.135], [0.716, 0.329, 0.555], [-0.108, -0.519, -0.467], [0.066, -0.972, 0.011], [-0.090, 0.151, -0.083], [-0.094, 0.163, 0.059], [0.064, -0.113, -0.003], [0.039, -0.088, 0.003], [-0.054, -0.019, -0.098], [0.009, 0.017, 0.168], [0.098, 0.149, -0.123], [-0.013, 0.134, -0.115], [0.049, -0.020, 0.146], [0.007, -0.011, 0.084], [-0.162, -0.041, 0.017], [0.056, 0.006, -0.078], [-0.358, -0.197, -0.084], [0.081, 0.100, 0.085], [-0.501, -0.469, -0.337], [0.312, 0.108, -0.417], [0.091, 0.081, 0.533], [-0.145, -0.089, -0.307], [-0.203, -0.065, 0.125], [0.033, 0.060, 0.223], [0.318, 0.130, -0.164], [-0.451, -0.159, 0.389], [-0.219, -0.045, -0.483], [0.334, 0.296, 0.150], [0.934, -0.262, 0.482], [-0.174, -0.049, -0.247], [-0.112, -0.160, -0.061], [0.050, 0.100, 0.196], [0.018, -0.003, 0.106], [-0.007, 0.102, 0.010], [-0.052, -0.117, 0.000], [-0.100, 0.070, -0.277], [0.046, 0.329, -0.014], [-0.013, -0.273, 0.015], [-0.024, 0.020, -0.149], [0.048, 0.052, 0.284], [-0.011, -0.019, 0.013], [0.238, 0.237, 0.351], [-0.034, -0.045, -0.135], [0.087, 0.116, 0.005], [-0.027, 0.064, -0.013], [-0.025, -0.011, 0.048], [0.039, 0.044, -0.029], [-0.041, -0.024, 0.048], [0.020, 0.004, -0.054], [-0.067, -0.042, -0.071], [0.015, -0.024, -0.001], [0.004, -0.015, 0.027], [0.014, -0.060, 0.028], [0.055, -0.116, -0.040], [0.075, 0.039, -0.092], [0.013, -0.032, -0.116], [0.073, 0.001, 0.098], [0.090, 0.015, 0.090], [-0.026, -0.018, 0.106], [-0.099, -0.028, 0.031], [-0.057, -0.004, -0.030], [-0.029, -0.007, 0.012], [-0.068, -0.048, 0.043], [-0.028, -0.002, 0.017], [-0.001, -0.045, -0.002], [-0.004, 0.039, 0.003], [0.024, -0.022, 0.043], [0.054, 0.025, 0.059], [0.065, -0.024, -0.049], [0.091, -0.082, 0.014], [0.100, -0.023, -0.096], [0.052, 0.066, -0.008], [-0.048, 0.039, -0.067], [-0.103, 0.099, -0.096], [0.069, -0.185, -0.016], [0.044, -0.090, -0.184], [0.055, -0.095, 0.043], [0.032, 0.048, 0.033], [-0.043, 0.044, 0.025], [-0.007, -0.020, -0.006], [-0.051, 0.161, 0.053], [0.142, -0.051, -0.158], [-0.020, -0.057, -0.014], [0.058, 0.101, -0.038], [0.000, 0.012, -0.015], [-0.021, -0.203, 0.012], [0.346, 0.502, -0.223], [-0.119, 0.044, 0.063], [-0.195, -0.011, 0.054], [0.100, 0.111, 0.054], [0.056, 0.048, -0.058], [0.172, 0.083, -0.063], [-0.018, 0.132, -0.068], [-0.042, -0.070, 0.111], [-0.004, -0.239, -0.112], [-0.053, 0.195, -0.132], [0.001, -0.181, -0.624], [-0.046, 0.013, 0.112], [-0.184, 0.203, -0.278], [0.134, -0.035, 0.318], [0.045, -0.274, 0.498], [-0.026, -0.092, -0.027], [-0.070, -0.033, 0.026], [-0.038, -0.035, 0.115], [0.006, -0.125, -0.015], [0.022, -0.003, -0.057], [0.013, 0.040, -0.003], [0.024, 0.004, -0.015], [-0.074, -0.031, -0.054], [-0.048, 0.018, 0.038], [0.097, 0.045, 0.108], [0.069, -0.095, 0.058], [0.067, -0.089, 0.105], [-0.065, -0.159, -0.025], [0.065, -0.135, -0.035], [-0.055, 0.046, -0.023], [0.007, 0.007, -0.029], [-0.033, 0.060, 0.009], [-0.040, 0.094, 0.031], [-0.213, 0.078, 0.124], [0.170, 0.061, 0.087], [0.017, 0.020, -0.102], [-0.154, 0.044, 0.044], [0.260, -0.223, -0.019], [-0.147, 0.038, -0.087], [-0.054, 0.282, 0.179], [0.430, -0.478, -0.108], [-0.042, 0.201, 0.144], [-0.276, -0.207, -0.493], [0.113, 0.250, 0.562], [0.006, -0.006, -0.140], [0.509, -0.506, -0.047], [-0.104, -0.043, 0.252], [0.405, -0.486, -0.247], [-0.417, 0.427, 0.007], [-0.075, 0.003, -0.115], [-0.049, 0.188, -0.014], [-0.007, -0.005, 0.120], [-0.046, 0.065, 0.034], [-0.014, -0.028, 0.016], [-0.074, 0.011, -0.026], [0.371, 0.176, -0.998], [-1.421, 1.251, -0.420], [-0.059, -0.284, 0.423], [-0.127, 0.123, -0.039], [-0.012, 0.086, -0.174], [-0.202, -0.347, 0.144], [-0.092, -0.040, -0.070], [0.192, -0.136, 0.059], [-0.018, 0.066, -0.048], [0.028, 0.012, -0.024], [-0.075, 0.017, 0.012], [-0.038, -0.012, 0.100], [0.147, 0.013, 0.071], [0.202, -0.015, -0.102]], "total_charge": -1, "homo_ev": -2.315, "relative_energy_ev": 0.140, "gap_ev": 3.8364}


[3]
{"formula": "C18H23N3O2S", "method": "the ωB97M-V functional and the def2-TZVPD basis", "elements": ["O", "S", "O", "C", "C", "C", "C", "C", "C", "N", "C", "C", "C", "N", "C", "C", "C", "C", "C", "C", "C", "N", "C", "C", "H", "H", "H", "H", "H", "H", "H", "H", "H", "H", "H", "H", "H", "H", "H", "H", "H", "H", "H", "H", "H", "H", "H"], "positions_angstrom": [[1.337838, -2.250909, -1.591936], [0.064938, -2.061635, -0.886766], [-0.522363, -3.362956, -0.624550], [-1.172694, -1.154679, -1.934397], [-1.695749, 0.014865, -1.358389], [-2.677098, 0.727641, -2.098514], [-2.826775, 0.366790, -3.465711], [-2.275659, -0.667294, -4.101980], [-2.746534, -1.171274, -5.324095], [-2.288589, -2.305700, -5.810406], [-1.278174, -2.924453, -5.145768], [-0.888225, -2.605367, -3.904820], [-1.402588, -1.420089, -3.285329], [0.297121, -1.199736, 0.614988], [0.220332, -1.985620, 1.892046], [0.138974, -1.108699, 3.128080], [1.251936, -0.139516, 3.100472], [1.253733, 0.739480, 1.799204], [2.567685, 1.485533, 1.819756], [2.669577, 2.757965, 2.608858], [1.285629, 3.546330, 2.844510], [0.062577, 2.713636, 2.738772], [0.047723, 1.729081, 1.647534], [1.343527, -0.154538, 0.575874], [-1.438616, 0.181558, -0.346370], [-3.163108, 1.580615, -1.623073], [-3.549016, 0.999417, -3.979857], [-3.459296, -0.581476, -5.792960], [-0.852418, -3.802223, -5.640024], [-0.174264, -3.242234, -3.354876], [1.087911, -2.732497, 1.986178], [-0.734906, -2.618379, 1.692438], [0.048794, -1.798618, 3.944914], [-0.800392, -0.522260, 2.959032], [2.149485, -0.810853, 3.160459], [0.937763, 0.376275, 4.028091], [2.835365, 1.681471, 0.821812], [3.477213, 0.889745, 2.190749], [3.380413, 3.449939, 2.102266], [3.098756, 2.555672, 3.521237], [1.223149, 4.292312, 2.007266], [1.336623, 4.197937, 3.773943], [-0.837415, 3.240343, 2.736370], [-0.034540, 2.198165, 0.737014], [-0.849557, 1.116153, 1.706251], [1.283073, 0.393562, -0.319941], [2.267844, -0.613479, 0.451648]], "forces_ev_per_a": [[-1.127, 1.841, 0.619], [1.293, -2.390, -0.142], [-0.667, 1.139, 0.739], [1.151, 2.631, 1.740], [-1.055, -1.634, -1.552], [1.757, -0.790, -0.990], [-2.921, 4.544, 2.846], [1.326, -1.719, 1.456], [2.363, -2.006, 0.449], [-0.544, 1.372, -0.705], [-0.437, -0.943, -0.646], [1.081, 0.210, 1.429], [0.743, -2.856, -0.901], [-0.510, -0.140, -1.299], [-1.110, -2.745, -1.873], [-2.436, -0.334, -3.280], [-0.566, -0.251, 0.817], [0.551, -0.135, 0.799], [1.841, -0.364, 0.671], [-2.136, 2.114, -0.983], [0.362, 0.964, -1.531], [-0.528, -0.339, 0.887], [0.774, -1.327, 3.280], [-1.774, -0.980, 0.714], [-0.005, 0.558, 0.875], [-0.047, -0.249, -0.519], [-0.001, -0.171, -0.247], [-1.477, 0.551, -1.295], [-0.246, 0.265, 0.103], [-0.407, 0.449, -0.469], [-0.919, 1.026, -0.255], [1.661, 0.841, 0.852], [0.115, 0.140, 0.801], [0.328, -0.589, 0.797], [-0.107, 1.373, 0.154], [1.655, 0.795, -0.399], [0.241, 0.508, -1.605], [-1.590, 0.085, -0.552], [-0.592, -0.332, 0.313], [0.774, -0.456, 2.310], [0.268, -0.258, 0.464], [-0.283, -1.257, -0.842], [1.459, -0.312, 0.110], [0.582, 1.010, -2.723], [-0.280, 0.090, 0.341], [-0.644, 1.062, -1.185], [2.083, -0.989, 0.430]], "homo_ev": -8.788, "relative_energy_ev": 5.501, "gap_ev": 8.5962, "smiles": "O=S(=O)(c1cccc2cnccc12)N1CCC[C@@]2(CCCNC2)C1"}